ORCA calculation (ωB97M-V with the def2-TZVPD basis set) on a cluster of 3 separate species, C21H40O11S3 in total.

Last column: Mulliken charge in e.
Positions of all 75 atoms, in Å:
C 6.3322 3.5265 -1.0058  -1.42
C 5.6693 2.1817 -1.2016  0.05
O 5.3112 2.0332 -2.5644  -0.36
C 5.3792 0.7459 -3.1084  -0.91
C 4.1099 -0.0892 -2.9300  0.31
C 4.0105 -0.7683 -1.5708  -0.54
C 2.6864 -1.4777 -1.2748  -1.11
O 2.7088 -2.0100 0.0367  -0.61
C 1.5360 -0.4593 -1.4231  0.89
C 0.1529 -1.0383 -1.1152  -1.99
C -0.9318 -0.0129 -0.7555  1.19
C -0.4631 1.0747 0.2191  -0.59
C 0.0590 2.3341 -0.4314  0.04
O 1.1328 2.8273 -0.1776  -0.69
O -0.8031 2.8269 -1.3305  -0.14
C -0.7235 4.2266 -1.6534  -0.39
C -0.9618 4.4161 -3.1459  -1.02
S 1.5824 0.1142 -3.1052  1.31
O 0.6056 1.1242 -3.3313  -0.59
O 1.6252 -1.0455 -3.9482  -0.71
O 2.9957 0.8180 -3.1536  -0.36
H 7.2125 3.6170 -1.6412  0.35
H 6.6578 3.6173 0.0324  0.39
H 5.6405 4.3405 -1.2147  0.31
H 4.7756 2.1169 -0.5695  0.12
H 6.3454 1.3757 -0.8889  0.34
H 6.2171 0.1757 -2.6852  0.43
H 5.5689 0.8686 -4.1748  0.39
H 4.0898 -0.8339 -3.7288  0.46
H 4.8227 -1.4951 -1.5077  0.39
H 4.1732 -0.0320 -0.7761  0.10
H 2.5150 -2.3047 -1.9621  0.59
H 2.9085 -1.2924 0.6489  0.43
H 1.8061 0.3794 -0.7747  0.47
H -0.1779 -1.6130 -1.9830  0.45
H 0.2509 -1.7445 -0.2904  0.47
H -1.3637 0.4168 -1.6575  0.73
H -1.7230 -0.5811 -0.2641  -1.26
H 0.3647 0.6974 0.8238  0.20
H -1.2578 1.3656 0.9082  0.74
H 0.2539 4.6005 -1.3591  0.35
H -1.4872 4.7327 -1.0624  0.31
H -1.7308 5.1617 -3.3389  0.33
H -1.3024 3.4724 -3.5713  0.24
H -0.0468 4.6833 -3.6695  0.32
O -2.2760 -2.8645 0.6788  -0.53
S -3.3613 -2.9287 -0.2742  1.15
O -3.0787 -3.0072 -1.6831  -0.73
C -4.4557 -4.2515 0.2301  -0.84
C -5.4391 -3.5729 1.1799  -0.44
C -5.8112 -2.2381 0.5215  -0.80
C -4.5072 -1.5787 0.0612  -0.18
H -3.8569 -5.0360 0.6866  0.43
H -4.9460 -4.6252 -0.6687  0.36
H -6.3143 -4.1975 1.3523  0.38
H -4.9618 -3.3874 2.1447  0.21
H -6.4571 -2.4203 -0.3398  0.31
H -6.3491 -1.5875 1.2087  0.36
H -4.6131 -0.9953 -0.8501  0.44
H -4.0647 -0.9683 0.8471  -0.05
O -3.3538 1.1827 4.0451  -0.70
S -3.1322 -0.2351 4.1855  1.23
O -4.2419 -1.1506 4.0637  -0.68
C -1.8165 -0.7275 3.0872  0.74
C -0.5459 -0.5498 3.9081  -0.72
C -0.8723 -1.1094 5.3009  -0.79
C -2.2340 -0.5389 5.7176  -0.72
H -1.8588 -0.1028 2.1997  -0.74
H -1.9810 -1.7701 2.8176  0.18
H 0.2953 -1.0670 3.4483  0.33
H -0.2927 0.5107 3.9805  0.35
H -0.9293 -2.1983 5.2502  0.33
H -0.1048 -0.8538 6.0299  0.39
H -2.8227 -1.2235 6.3229  0.38
H -2.1437 0.4197 6.2248  0.37

Results
Maximum force   0.70 eV/Å
LUMO level   0.39 eV
Highest occupied orbital energy   -9.9 eV
Energy   -77453.28123 eV
Energy above the lowest of the compared OMol25 structures with the same formula, charge and spin   0.000 eV

---

ORCA calculation (ωB97M-V with the def2-TZVPD basis set) on a structure of composition C34H81N5O13Sr2 in a non-equilibrium geometry.

Last column: Mulliken charge in e.
Positions of all 135 atoms, in Å:
Sr 10.4633 -16.5503 -13.4102  1.73
Sr -0.2810 -10.0315 -13.0478  1.75
C 5.9693 -12.2199 -11.3946  -1.04
C 6.5243 -13.4547 -11.2860  0.42
C 5.6754 -14.7386 -11.5005  0.65
O 6.1988 -15.9347 -11.7072  -0.88
C 4.3530 -14.7558 -11.6017  -0.76
C 3.6366 -13.4639 -11.6572  0.67
C 4.5399 -12.1338 -11.6979  0.63
O 3.8228 -11.1053 -11.9102  -0.77
O 2.4273 -13.3185 -11.7516  -0.75
O 7.8203 -13.5363 -11.1807  -0.80
H 6.6358 -11.3941 -11.1941  0.43
H 3.7410 -15.6434 -11.6649  0.43
C 3.5109 -20.3153 -9.3934  -0.89
C 4.9624 -20.6159 -8.7437  -0.24
O 5.3021 -19.4052 -8.0910  -0.50
H 3.4695 -20.4470 -10.4746  0.27
H 3.1418 -19.2952 -9.2880  0.28
H 2.6757 -20.9365 -9.0699  0.29
H 5.6912 -20.8404 -9.5225  0.19
H 4.7412 -21.5512 -8.2295  0.32
H 5.4302 -18.8095 -8.8328  0.29
C 6.1303 -12.6718 -16.7466  -1.33
C 6.6741 -14.0769 -16.6164  -0.03
O 7.7269 -13.9394 -15.6267  -0.53
H 5.3567 -12.6490 -17.5141  0.33
H 6.9049 -12.0749 -17.2281  0.39
H 5.8866 -12.0889 -15.8584  0.39
H 6.9266 -14.5657 -17.5573  0.28
H 5.9235 -14.7341 -16.1773  0.22
H 7.7039 -13.1008 -15.1600  0.29
C 3.3349 -21.3173 -15.6669  -0.98
C 3.5615 -19.7966 -15.5116  -0.22
O 4.9401 -19.6451 -15.1155  -0.50
H 2.2843 -21.5512 -15.8391  0.33
H 3.6721 -21.8804 -14.7966  0.28
H 3.8561 -21.5533 -16.5946  0.25
H 2.8834 -19.3971 -14.7574  0.32
H 3.4281 -19.3135 -16.4795  0.21
H 4.9349 -19.0473 -14.3644  0.30
C -0.6665 -16.3741 -7.8330  -0.92
C -1.5452 -16.7618 -9.0972  -0.25
O -1.7031 -15.6985 -9.9730  -0.51
H -0.0126 -17.1686 -7.4734  0.32
H -1.3737 -15.9699 -7.1087  0.25
H 0.0401 -15.5916 -8.1095  0.26
H -2.5191 -17.0701 -8.7169  0.28
H -0.9645 -17.4441 -9.7179  0.27
H -0.8772 -15.3800 -10.3445  0.29
C 8.8498 -14.8188 -6.1418  -1.63
C 8.1314 -14.3987 -4.9119  0.61
C 6.6905 -13.8517 -5.2268  -0.69
O 6.0729 -13.4830 -3.9590  -0.41
C 6.3755 -12.1112 -3.6756  -0.75
N 7.9991 -15.5716 -4.0618  -0.73
H 8.1951 -15.3897 -6.8003  0.34
H 9.7568 -15.3395 -5.8345  0.42
H 9.0622 -13.8974 -6.6839  0.38
H 8.7546 -13.6671 -4.3977  0.24
H 6.0634 -14.4270 -5.9079  0.41
H 6.8258 -13.0192 -5.9173  0.33
H 5.6904 -11.8892 -2.8575  0.28
H 6.3123 -11.3578 -4.4607  0.32
H 7.3372 -11.9114 -3.2030  0.30
H 7.2186 -15.3341 -3.4663  0.31
H 7.6692 -16.3424 -4.6248  0.26
C 0.4635 -13.7480 -17.4947  -1.49
C 0.3699 -12.4580 -16.6734  0.22
C 0.5804 -11.1651 -17.4685  -0.77
O 0.9765 -10.0894 -16.5890  -0.25
C 1.0954 -8.7872 -17.2864  -0.74
N -0.8111 -12.3314 -15.8802  -0.40
H 0.2568 -14.6087 -16.8588  0.41
H 1.4680 -13.8218 -17.9115  0.38
H -0.1715 -13.8799 -18.3708  0.35
H 1.2279 -12.4422 -16.0014  0.21
H -0.3281 -11.0420 -18.0581  0.39
H 1.4056 -11.3062 -18.1665  0.40
H 0.2801 -8.6053 -17.9867  0.34
H 2.0180 -8.6985 -17.8600  0.29
H 1.0038 -7.9724 -16.5682  0.24
H -1.0925 -13.2388 -15.5374  0.26
H -1.5782 -12.0892 -16.4909  0.27
C 9.2945 -6.3458 -12.3717  -1.23
C 8.1370 -5.6595 -11.5289  0.46
C 8.2714 -4.1155 -11.2340  -0.73
O 9.4756 -3.6023 -10.6913  -0.35
C 9.8043 -4.1716 -9.4375  -0.70
N 6.8382 -5.9018 -12.2296  -0.77
H 9.2078 -7.4240 -12.5065  0.35
H 10.2197 -6.1977 -11.8148  0.29
H 9.4275 -5.7847 -13.2967  0.33
H 8.0459 -6.1431 -10.5563  0.27
H 7.4692 -3.8597 -10.5417  0.40
H 8.1081 -3.5751 -12.1664  0.37
H 10.5848 -3.5405 -9.0126  0.27
H 10.2424 -5.1327 -9.7068  0.24
H 9.0678 -4.3553 -8.6552  0.31
H 6.5269 -6.8626 -12.2319  0.25
H 6.1057 -5.5887 -11.6087  0.26
C 11.3661 -20.8980 -9.8235  -1.59
C 11.1847 -19.5721 -10.5433  0.25
C 12.5060 -18.7210 -10.4728  -0.92
O 12.3872 -17.2897 -10.4817  -0.25
C 13.6180 -16.6290 -9.9912  -0.74
N 10.6826 -19.9438 -11.7860  -0.48
H 11.8923 -21.7111 -10.3236  0.40
H 10.4070 -21.3764 -9.6251  0.48
H 11.7429 -20.6559 -8.8297  0.40
H 10.5553 -18.8958 -9.9649  0.27
H 13.2918 -18.9527 -11.1918  0.41
H 12.9907 -18.9401 -9.5214  0.33
H 13.9324 -16.9575 -9.0006  0.29
H 13.5893 -15.5398 -9.9615  0.27
H 14.3660 -17.0319 -10.6741  0.34
H 11.3893 -20.3963 -12.3480  0.30
H 10.1521 -20.7261 -11.4302  0.34
C -3.8791 -11.6162 -7.9184  -1.23
C -2.9196 -10.7365 -8.8572  0.04
C -1.5537 -10.5699 -8.2209  -0.88
O -0.7285 -9.7983 -9.0809  -0.28
C 0.4471 -9.2505 -8.3623  -0.73
N -2.8117 -11.2634 -10.2298  -0.46
H -4.7090 -12.0074 -8.5068  0.34
H -4.1636 -11.1898 -6.9564  0.38
H -3.2740 -12.4704 -7.6145  0.38
H -3.1967 -9.6877 -8.9643  0.30
H -1.0023 -11.5097 -8.1923  0.39
H -1.5661 -10.1537 -7.2135  0.44
H 1.0739 -8.9037 -9.1838  0.22
H 0.9257 -10.0458 -7.7908  0.33
H 0.1142 -8.4411 -7.7126  0.32
H -2.6476 -12.2079 -9.9118  0.25
H -3.7544 -11.2842 -10.5917  0.27

Results
Maximum force   5.79 eV/Å
LUMO level   -6.94 eV
Highest occupied orbital energy   -9.2 eV
Net charge   +2
Energy   -72282.94558 eV

---

ORCA calculation (ωB97M-V with the def2-TZVPD basis set) on a cluster of 2 separate species, C2H6O2S in total in a non-equilibrium geometry.

Last column: natural (NBO) charge in e.
Positions of all 11 atoms, in Å:
C 1.0380 -0.8544 -0.9901  -0.63
C -1.0312 -0.4562 -0.7544  0.45
O -1.0667 -0.3911 0.6145  -0.74
O -1.2671 0.7433 -1.3933  -0.72
S 1.8049 0.1582 0.3598  -0.05
H 1.2288 -0.6663 -2.0555  0.22
H 1.2311 -1.8550 -0.6303  0.20
H -1.6729 -1.2728 -1.1920  0.18
H -0.3030 0.0960 0.9556  0.47
H -0.9857 1.5846 -0.7470  0.49
H 1.9854 -0.8709 1.0951  0.12

Results
Maximum force   4.45 eV/Å
LUMO level   0.63 eV
Highest occupied orbital energy   -8.4 eV
Energy   -17098.91912 eV
Energy above the lowest of the compared OMol25 structures with the same formula, charge and spin   2.602 eV

---

The highest energy belongs to which entry? C2H6O2S

---

Look up the highest occupied orbital energy of the second one. -9.2 eV